No. 1
Molecular formula: C6H10O2
Method: DFT, the ωB97M-V functional and the def2-TZVPD basis

energy relative to the best compared isomer or geometry (same formula, charge and spin): 7.824 eV
M: 114.14 g mol⁻¹
total charge: 0
HOMO energy: -9.2109 eV
E_tot: -384.81486 hartree

Each line ends with the natural charge from an NBO analysis.
Element x y z (Å)
O (1.23957, -1.33660, 0.04185)  -0.51
O (-0.17594, -0.16628, 1.03545)  -0.53
C (-0.49784, 1.11638, 0.52810)  0.08
C (-1.64891, 0.60924, -0.51534)  -0.46
C (-1.55984, -0.97079, -0.24754)  -0.40
C (0.80651, 1.36839, -0.28715)  -0.49
C (-0.05285, -0.88545, -0.08750)  0.32
C (1.90201, -0.01454, -0.24686)  -0.09
H (-1.64504, 0.79483, -1.56688)  0.22
H (2.20312, -0.05858, -1.42018)  0.19
H (-2.67713, 0.96441, -0.09003)  0.21
H (1.43983, 2.18953, 0.15987)  0.21
H (-2.16198, -1.68256, -1.04644)  0.22
H (-0.05805, -0.21861, -1.02095)  0.14
H (-2.12886, -1.21750, 0.81033)  0.21
H (0.97885, 1.74807, -1.30043)  0.22
H (2.78612, 0.40464, 0.54077)  0.22
H (-0.94039, 1.75939, 1.45321)  0.23

Cartesian forces, eV/Å:
O 1.65 -0.20 -1.08
O 0.29 3.77 4.00
C -1.47 -0.68 -0.91
C -3.59 -0.48 3.51
C -5.06 -3.36 0.16
C 4.21 1.05 1.50
C -0.67 0.73 -2.60
C 0.76 2.49 -0.88
H 0.56 0.61 -0.55
H -0.03 -0.09 3.04
H 1.59 -0.51 -0.95
H -0.58 -0.82 0.54
H 1.92 2.02 1.50
H 1.43 -1.28 0.65
H 1.50 0.40 -2.68
H -1.71 -0.46 -0.32
H -2.34 -2.18 -2.27
H 1.54 -1.00 -2.66

---

No. 2
Molecular formula: C6H10O2
Method: DFT, the ωB97M-V functional and the def2-TZVPD basis

energy relative to the best compared isomer or geometry (same formula, charge and spin): 5.546 eV
M: 114.14 g mol⁻¹
total charge: 0
HOMO energy: -9.2259 eV
E_tot: -384.89857 hartree

Each line ends with the natural charge from an NBO analysis.
Element x y z (Å)
O (0.40167, 0.17709, 1.23317)  -0.55
O (-0.70052, 1.81710, 0.49417)  -0.51
C (1.75946, 0.72131, -0.44296)  -0.40
C (1.51765, -0.88135, -0.49210)  -0.42
C (-1.37673, -0.67775, -0.09975)  -0.48
C (-1.82303, 0.78771, 0.50310)  -0.07
C (0.10558, -0.96927, 0.45848)  0.08
C (0.36107, 1.03941, 0.03852)  0.35
H (-2.01725, 0.65131, 1.59873)  0.20
H (2.58853, 0.98863, 0.29355)  0.21
H (-2.60960, 1.16965, -0.06598)  0.19
H (2.02658, 1.20605, -1.33843)  0.21
H (-1.45537, -0.79112, -1.14446)  0.21
H (-2.16326, -1.28357, 0.43105)  0.22
H (1.32086, -1.02318, -1.61263)  0.20
H (2.28877, -1.60694, -0.13491)  0.24
H (-0.12171, 0.59980, -0.79421)  0.13
H (-0.10270, -1.92488, 1.07467)  0.20

Cartesian forces, eV/Å:
O -0.25 -2.08 -0.74
O -0.81 1.97 -1.25
C 2.57 0.38 2.88
C -2.26 0.62 -1.56
C -0.35 1.17 2.96
C 2.96 -1.19 1.13
C -0.06 -1.71 0.66
C -0.70 -0.98 2.28
H -0.20 0.13 -1.24
H -1.14 -0.33 -0.74
H -1.36 0.81 -0.61
H 0.16 0.07 -1.51
H -0.35 0.01 -1.25
H 0.95 -0.09 -0.75
H 0.13 -0.56 1.54
H -0.52 1.11 -0.15
H -0.26 -0.65 -0.94
H 1.50 1.33 -0.71

---

No. 3
Molecular formula: C6H10O2S
Method: DFT, the ωB97M-V functional and the def2-TZVPD basis

energy relative to the best compared isomer or geometry (same formula, charge and spin): 2.624 eV
M: 146.21 g mol⁻¹
total charge: 0
HOMO energy: -8.6659 eV
E_tot: -783.16000 hartree

Each line ends with the natural charge from an NBO analysis.
Element x y z (Å)
S (-2.71943, 0.46251, 0.26222)  1.27
O (-0.26507, -1.88191, -0.51227)  -0.47
O (-3.01612, 1.88365, 0.23107)  -0.93
C (-0.42543, -1.12286, 0.60728)  0.43
C (-0.97437, 0.09219, 0.35473)  -0.46
C (0.13361, -1.66747, 1.86813)  -0.68
C (-1.46802, 0.04981, -1.05968)  -0.44
C (-1.09556, -1.33170, -1.55275)  -0.09
C (2.55413, 2.27009, -0.17380)  -0.84
H (1.00889, -2.27459, 1.65328)  0.24
H (-0.50963, -1.28316, -2.47179)  0.21
H (-0.60906, -2.30444, 2.35057)  0.24
H (2.45694, 1.32266, 0.33935)  0.21
H (0.39257, -0.86054, 2.54711)  0.25
H (-1.28034, 0.89644, -1.70447)  0.24
H (3.54524, 2.36027, -0.59593)  0.21
H (-1.94167, -2.01664, -1.70118)  0.20
H (1.81955, 2.32573, -0.96574)  0.21
H (2.39377, 3.07998, 0.52389)  0.21

Cartesian forces, eV/Å:
S 0.99 -0.73 -0.35
O 0.28 -0.10 0.92
O -0.33 0.69 0.15
C 0.36 0.17 -0.39
C -0.54 0.14 -0.52
C -0.27 -0.16 -0.05
C 0.05 -0.26 0.43
C -0.62 0.09 -0.36
C 0.01 0.01 -0.03
H 0.06 -0.04 0.00
H -0.05 0.00 0.10
H 0.02 -0.10 0.04
H -0.02 -0.18 0.11
H -0.02 0.00 -0.04
H -0.09 0.23 0.05
H 0.24 -0.02 -0.10
H 0.19 0.08 0.02
H -0.17 0.02 -0.15
H -0.08 0.16 0.17

---

No. 4
Molecular formula: C6H10O2S
Method: DFT, the ωB97M-V functional and the def2-TZVPD basis

energy relative to the best compared isomer or geometry (same formula, charge and spin): 5.444 eV
M: 146.21 g mol⁻¹
multiplicity: 3
total charge: 0
HOMO energy (spin up / spin down): -5.6021 / -8.4427 eV
E_tot: -782.89605 hartree
⟨S²⟩: 2.011

Each line ends with the natural charge from an NBO analysis.
Element x y z (Å)
S (-1.81379, 0.07026, -0.24778)  1.50
O (0.86488, 1.51767, 0.16067)  -0.46
O (-2.68632, -1.00296, 0.20734)  -0.93
C (2.35059, -0.27099, 0.43378)  -0.66
C (0.89626, 0.21684, 0.20460)  0.43
C (-2.00581, 1.47981, 0.77669)  -0.59
C (-0.16052, -0.61027, 0.01136)  -0.43
C (-0.05589, -2.08353, 0.06744)  -0.67
C (-0.23566, 2.18702, -0.38870)  -0.11
H (0.79248, -2.51982, -0.63000)  0.21
H (2.44240, -0.98666, -0.37396)  0.23
H (-1.06646, -2.66888, -0.04253)  0.28
H (-2.73335, 2.23670, 0.49571)  0.17
H (-1.81502, 0.15451, -1.70873)  0.02
H (3.11370, 0.48565, 0.34828)  0.24
H (-0.48185, 1.74522, -1.41331)  0.13
H (0.40370, -2.49840, 0.99924)  0.23
H (2.36038, -0.66718, 1.53796)  0.24
H (-0.16973, 3.21503, -0.43807)  0.17

Cartesian forces, eV/Å:
S -0.47 -0.22 1.38
O -0.67 2.67 -0.33
O -0.39 -0.16 -0.74
C -2.25 -0.67 1.95
C 1.03 -0.88 0.13
C -0.13 -1.61 -0.79
C -0.11 1.17 0.01
C 0.81 -3.33 -0.57
C 2.21 -2.05 -2.45
H -1.99 0.90 0.49
H 0.70 -0.74 0.44
H 2.05 1.38 -0.10
H -0.38 -0.42 -0.24
H -0.40 0.05 1.49
H -0.21 0.48 -0.12
H 0.06 0.43 1.33
H -0.74 0.83 -0.05
H 0.33 0.11 -2.30
H 0.54 2.06 0.49

---

No. 5
Molecular formula: C6H10O3
Method: DFT, the ωB97M-V functional and the def2-TZVPD basis

energy relative to the best compared isomer or geometry (same formula, charge and spin): 1.748 eV
M: 130.14 g mol⁻¹
total charge: 0
HOMO energy: -9.8759 eV
E_tot: -460.28618 hartree

Each line ends with the natural charge from an NBO analysis.
Element x y z (Å)
O (0.76725, -2.39646, -0.46292)  -0.56
O (0.85299, 0.82871, -0.39781)  -0.53
O (-0.74458, -0.32664, -1.66262)  -0.73
C (-0.51310, 0.42963, -0.52594)  0.47
C (1.33941, -1.50690, 0.13462)  0.43
C (-0.90044, -0.36049, 0.74488)  -0.23
C (-1.32962, 1.71561, -0.62240)  -0.61
C (-0.44912, -0.05691, 1.95160)  -0.39
C (1.78291, -0.22677, -0.56637)  -0.18
H (-0.81097, -0.55624, 2.83513)  0.21
H (0.33245, 0.67341, 2.08742)  0.20
H (-1.68801, -1.08616, 0.59462)  0.22
H (1.89596, -0.44161, -1.64330)  0.20
H (1.69111, -1.63438, 1.17172)  0.13
H (2.71878, 0.13616, -0.14933)  0.21
H (-1.08292, 2.20849, -1.55855)  0.23
H (-2.38773, 1.47342, -0.60651)  0.22
H (-1.08079, 2.36674, 0.20920)  0.22
H (-0.39358, -1.23960, -1.53344)  0.50

Cartesian forces, eV/Å:
O 0.20 0.26 0.37
O -0.03 0.28 -0.02
O 0.20 -0.69 -0.37
C -0.06 -0.15 1.00
C 0.71 -0.61 -0.43
C -0.40 0.91 -0.31
C 0.35 -0.39 -0.11
C 0.00 -0.20 -0.08
C -0.57 0.20 -0.49
H -0.08 -0.13 0.11
H 0.08 0.22 -0.02
H -0.05 -0.16 0.06
H 0.08 -0.09 0.36
H -0.19 -0.14 -0.02
H 0.12 -0.09 0.02
H -0.01 0.05 -0.10
H -0.09 0.01 0.02
H -0.02 0.04 0.09
H -0.26 0.69 -0.09

---

No. 6
Molecular formula: C6H10O3
Method: DFT, the ωB97M-V functional and the def2-TZVPD basis

energy relative to the best compared isomer or geometry (same formula, charge and spin): 3.994 eV
M: 130.14 g mol⁻¹
total charge: 0
HOMO energy: -8.3000 eV
E_tot: -460.20362 hartree

Each line ends with the natural charge from an NBO analysis.
Element x y z (Å)
O (2.03439, 1.73702, 0.30246)  -0.71
O (-2.46847, 0.79784, -1.07772)  -0.70
O (0.30989, -1.63058, -0.96158)  -0.74
C (1.27726, 0.61226, -0.03230)  0.09
C (-0.45474, -0.80499, 1.22635)  -0.41
C (-1.19202, 0.24987, -1.37363)  0.10
C (-0.61086, -0.69289, -0.33792)  0.19
C (1.01170, -0.14082, 1.35059)  -0.42
C (-0.14476, 0.84609, -0.46888)  -0.32
H (-0.71066, 1.47813, 0.20987)  0.23
H (1.02844, 0.70119, 2.02456)  0.22
H (-0.98871, -0.10104, -2.37821)  0.21
H (1.84107, -0.06033, -0.70684)  0.20
H (-1.24680, -0.19868, 1.69102)  0.22
H (-0.15256, -2.50743, -0.91824)  0.48
H (-0.50172, -1.82302, 1.60084)  0.21
H (-3.08662, 0.11825, -1.33408)  0.47
H (2.19066, 2.21275, -0.49882)  0.47
H (1.86451, -0.79360, 1.68253)  0.22

Cartesian forces, eV/Å:
O 0.10 0.27 0.49
O 1.09 0.25 -0.69
O -1.04 -0.32 0.29
C 0.46 -1.42 0.39
C 0.51 0.84 -1.27
C -0.30 -0.44 1.31
C 0.39 0.17 1.01
C -0.06 -0.16 -0.33
C -0.30 -1.27 -0.93
H 0.18 -0.28 0.43
H -0.33 0.11 0.69
H -0.17 0.20 -0.18
H -0.38 0.49 0.19
H 0.45 -0.22 0.07
H 0.61 1.26 -0.09
H 0.00 -0.14 -0.03
H -0.50 -0.24 -0.05
H 0.30 0.62 -0.72
H -1.00 0.30 -0.57